[1]
Below is 3 unconnected molecules or ions with the total composition C4H13NO2 at a distorted geometry, with properties calculated with the ωB97M-V functional and the def2-TZVPD basis.

Positions of all 20 atoms, in Å:
C -0.45 2.45 -2.33
C -0.16 2.82 -0.88
C 0.33 1.92 0.00
C -0.40 1.53 1.25
N -0.18 0.15 1.69
H -0.45 3.36 -2.95
H 0.43 1.81 -2.56
H -1.47 2.08 -2.47
H -0.69 3.66 -0.47
H 1.31 1.40 -0.32
H -0.12 2.22 2.05
H -1.47 1.64 1.09
H 0.50 -0.44 1.26
H -0.21 0.09 2.70
O -0.40 -2.11 -0.24
H -0.23 -2.32 -1.17
H -0.64 -1.19 -0.44
O 1.16 -4.99 0.51
H 0.59 -4.26 0.78
H 1.80 -4.49 -0.01

HOMO level: -8.34 eV
Maximum force: 0.0571 Eh/bohr
Structure (SMILES): C/C=C/CN.O.O
Molecular weight: 107.15 g mol⁻¹
Relative energy (zero: lowest compared OMol25 entry of this formula, charge and spin): 2.871 eV

=====

[2]
Below is a molecular structure, C14H27O5S at a distorted geometry, with properties calculated with the ωB97M-V functional and the def2-TZVPD basis.

Positions of all 47 atoms, in Å:
C 4.81 -1.90 -0.16
C 3.76 -1.87 0.91
C 2.93 -3.25 0.88
C 2.25 -3.53 -0.32
C 1.32 -2.37 -0.64
C 0.35 -2.96 -1.64
C -0.63 -1.90 -1.89
C -1.76 -1.63 -1.15
C -2.53 -0.38 -1.38
C -3.35 0.12 -0.02
C -4.07 1.27 -0.20
C -2.91 2.45 -0.40
H -2.31 2.67 -1.26
H -3.51 3.49 -0.20
O -1.93 2.47 0.65
C -0.78 3.01 0.69
O -0.63 4.05 -0.16
C 0.26 2.55 1.56
H -0.25 2.31 2.35
H 1.09 3.06 1.54
S 0.61 0.91 0.54
O 1.95 0.49 0.96
O 0.12 1.00 -0.77
O -0.35 -0.14 1.48
H -4.61 1.59 0.48
H -4.73 1.54 -1.01
H -2.53 0.20 0.87
H -4.25 -0.75 0.10
H -1.80 0.35 -1.39
H -3.28 -0.44 -2.05
H -1.36 -1.57 -0.16
H -2.39 -2.47 -1.07
H -1.26 -2.12 -3.05
H -0.08 -0.86 -2.18
H 0.94 -3.18 -2.57
H -0.44 -4.00 -1.50
H 1.67 -1.53 -0.98
H 0.52 -2.49 0.57
H 2.90 -3.73 -1.18
H 1.76 -4.77 -0.14
H 2.36 -3.22 1.98
H 3.79 -4.34 1.28
H 4.50 -1.93 1.90
H 3.29 -1.09 0.92
H 5.60 -2.86 -0.32
H 4.29 -1.73 -1.18
H 5.46 -0.89 -0.07

HOMO level: -5.19 eV
Maximum force: 0.2812 Eh/bohr
Molecular weight: 307.43 g mol⁻¹
Net charge: -1
Relative energy (zero: lowest compared OMol25 entry of this formula, charge and spin): 15.707 eV

=====

[3]
Below is C4H5Cl3O2S in the gas phase at a distorted geometry, with properties calculated with the ωB97M-V functional and the def2-TZVPD basis.

Positions of all 15 atoms, in Å:
S -2.41 -0.31 -1.44
C -0.78 0.06 -0.79
Cl 0.29 0.82 -2.21
O -0.09 -1.08 -0.40
C 1.20 -0.96 0.02
C 1.26 0.23 1.12
O 0.46 1.41 0.78
C -0.81 1.08 0.45
Cl -1.58 0.17 1.74
Cl -1.64 2.52 0.04
H -2.25 -1.48 -2.22
H 1.81 -0.83 -0.80
H 1.41 -1.97 0.51
H 0.90 -0.23 2.02
H 2.26 0.58 1.18

HOMO level: -9.64 eV
Maximum force: 0.0719 Eh/bohr
Structure (SMILES): S[C@]1(Cl)OCCOC1(Cl)Cl
Molecular weight: 223.51 g mol⁻¹
Relative energy (zero: lowest compared OMol25 entry of this formula, charge and spin): 0.112 eV

=====

[4]
Below is a molecular structure, C4H9IN3 at a distorted geometry, with properties calculated with the ωB97M-V functional and the def2-TZVPD basis.

Positions of all 17 atoms, in Å:
C 2.43 -1.05 -0.62
C 0.02 -0.24 0.16
C -1.40 -0.71 -0.15
C 0.23 0.62 1.45
N 1.82 -1.77 0.27
N 0.70 -1.52 0.69
N 0.98 0.23 -0.83
I 4.16 0.17 0.03
H 2.60 -1.46 -1.66
H -2.28 -0.01 -0.03
H -1.52 -1.64 0.38
H -1.58 -0.99 -1.22
H 1.31 0.61 1.59
H -0.30 0.30 2.33
H 0.03 1.68 1.25
H 1.33 1.14 -0.49
H 0.65 0.41 -1.81

HOMO level: -14.34 eV
Maximum force: 0.0894 Eh/bohr
Molecular weight: 226.04 g mol⁻¹
Net charge: +1
Relative energy (zero: lowest compared OMol25 entry of this formula, charge and spin): 3.821 eV

=====

[5]
Below is 2 unconnected molecules or ions with the total composition C2H5N5O at a distorted geometry, with properties calculated with the ωB97M-V functional and the def2-TZVPD basis.

Positions of all 13 atoms, in Å:
C 2.44 0.01 0.06
C 0.00 -0.06 -0.10
H 2.90 -0.74 0.85
H 2.93 0.05 -0.92
H 2.36 0.98 0.56
H -2.94 0.68 -0.40
H -2.85 -1.95 0.05
N 1.13 -0.58 -0.39
N -0.10 1.21 0.38
N -1.17 1.63 0.31
N -1.88 0.67 -0.59
N -1.18 -0.56 -0.46
O -1.64 -1.35 0.65

HOMO level: -9.61 eV
Maximum force: 0.1508 Eh/bohr
Molecular weight: 115.10 g mol⁻¹
Relative energy (zero: lowest compared OMol25 entry of this formula, charge and spin): 7.870 eV

=====

[6]
Below is a molecular structure, C34H25N3O11PYb at a distorted geometry, with properties calculated with the ωB97M-V functional and the def2-TZVPD basis.

Positions of all 75 atoms, in Å:
Yb 0.19 -0.23 1.59
O -5.13 -0.78 4.83
C -4.00 -0.32 4.21
C -4.05 0.23 2.94
C -2.86 0.62 2.35
N -1.69 0.47 2.96
C -1.65 0.02 4.21
C -2.79 -0.38 4.89
C -0.23 0.14 4.82
O -0.10 -0.01 6.04
O 0.65 0.46 3.98
C -2.75 1.30 0.98
O -3.76 1.71 0.42
O -1.54 1.42 0.60
H -5.85 -0.77 4.18
H -4.97 0.35 2.38
H -2.73 -0.73 5.90
N 1.70 -1.83 -0.04
C 2.98 -1.26 -0.43
C 3.02 0.29 -0.18
O 4.00 0.89 -0.60
O 2.04 0.78 0.45
H 1.76 -2.83 0.10
H 1.02 -1.68 -0.78
H 3.22 -1.43 -1.50
H 3.78 -1.71 0.17
O -3.28 -1.60 0.63
C -2.38 -1.25 -0.12
O -1.13 -1.34 0.10
C -2.72 -0.72 -1.51
C -3.86 -1.13 -2.18
C -4.09 -0.73 -3.48
C -3.19 0.11 -4.11
C -2.07 0.55 -3.44
C -1.83 0.15 -2.12
P -0.29 0.69 -1.27
C 0.79 0.09 -2.66
C 1.90 0.77 -3.16
C 2.79 0.14 -4.01
C 2.58 -1.17 -4.41
C 1.46 -1.85 -3.95
C 0.59 -1.23 -3.08
C -0.32 2.49 -1.64
C -1.47 3.15 -2.08
C -1.46 4.51 -2.29
C -0.32 5.26 -2.04
C 0.81 4.62 -1.53
C 0.80 3.25 -1.32
H -4.54 -1.80 -1.66
H -4.97 -1.08 -4.01
H -3.35 0.41 -5.14
H -1.36 1.20 -3.93
H 2.09 1.78 -2.85
H 3.67 0.67 -4.36
H 3.29 -1.67 -5.06
H 1.28 -2.87 -4.26
H -0.25 -1.78 -2.69
H -2.38 2.59 -2.23
H -2.35 5.00 -2.66
H -0.31 6.33 -2.21
H 1.69 5.21 -1.29
H 1.66 2.77 -0.89
O 1.07 -4.26 2.95
C 1.06 -3.04 2.77
O 0.08 -2.28 2.55
C 2.43 -2.32 2.85
C 3.60 -3.03 3.15
C 4.79 -2.34 3.24
C 4.77 -0.97 3.06
C 3.57 -0.35 2.77
N 2.43 -1.01 2.64
H 3.53 -4.10 3.29
H 5.71 -2.86 3.46
H 5.68 -0.39 3.13
H 3.51 0.72 2.61

HOMO level: -2.64 eV
Maximum force: 0.0253 Eh/bohr
<S²>: 0.75
Molecular weight: 855.60 g mol⁻¹
Net charge: -2
2S+1: 2
Relative energy (zero: lowest compared OMol25 entry of this formula, charge and spin): 1.597 eV

=====

[7]
Below is C3H5NO2 in the gas phase at a distorted geometry, with properties calculated with the ωB97M-V functional and the def2-TZVPD basis.

Positions of all 11 atoms, in Å:
O 0.98 1.85 -0.50
C 0.08 0.96 0.01
C -1.63 -1.10 0.22
N -0.37 -1.41 0.26
C 0.62 -0.46 0.06
O 1.78 -0.74 -0.20
H 1.70 1.32 -0.87
H -0.30 1.29 0.98
H -1.96 -0.22 0.72
H -0.85 0.85 -0.67
H -0.05 -2.33 -0.02

HOMO level: -8.68 eV
Maximum force: 0.0713 Eh/bohr
Molecular weight: 87.08 g mol⁻¹
Relative energy (zero: lowest compared OMol25 entry of this formula, charge and spin): 3.892 eV

=====

[8]
Below is a molecular structure, C10H16FN3NbO6P2 at a distorted geometry, with properties calculated with the ωB97M-V functional and the def2-TZVPD basis.

Positions of all 39 atoms, in Å:
C -5.19 1.90 -1.38
C -4.06 1.28 -0.50
C -3.16 0.21 -1.29
F -3.58 0.27 -2.65
Nb -1.00 0.84 -1.05
O -0.45 0.20 -2.94
N 0.99 1.63 -0.58
C 1.10 1.47 0.65
O 1.24 1.33 1.79
O -1.48 2.71 -1.92
C -1.57 2.62 -3.30
N -2.05 2.41 -4.31
P -0.29 -1.37 -0.01
P -1.63 -2.98 -0.53
O -2.81 -2.97 0.38
O -0.88 -4.45 -0.24
O -2.08 -2.96 -2.12
H -4.76 2.62 -2.11
H -5.95 2.46 -0.76
H -5.78 1.09 -1.89
H -4.57 0.72 0.34
H -3.45 2.08 -0.02
H -3.43 -0.78 -0.86
H -1.46 1.47 0.61
H 0.47 -0.13 -2.89
H -0.41 -1.23 1.41
H -0.25 -4.63 -0.97
H -1.79 -2.11 -2.52
N 6.34 -0.36 1.48
C 5.16 0.26 1.38
C 4.22 0.31 2.40
C 4.53 -0.32 3.60
C 5.74 -0.97 3.73
C 6.61 -0.96 2.64
H 4.97 0.74 0.42
H 3.28 0.83 2.26
H 3.82 -0.31 4.42
H 6.01 -1.48 4.64
H 7.58 -1.45 2.70

HOMO level: -5.89 eV
Maximum force: 0.1157 Eh/bohr
Molecular weight: 448.10 g mol⁻¹
Net charge: -1

=====

[9]
Below is a molecular structure, C12H28AlBCl6F4KMgN6O6 at a distorted geometry, with properties calculated with the ωB97M-V functional and the def2-TZVPD basis.

Positions of all 66 atoms, in Å:
C 2.90 -3.09 -1.89
B 2.29 -1.59 -2.12
O 3.13 -0.49 -2.47
C 0.68 -1.44 -1.97
N -0.06 -1.98 -3.08
C -1.40 -1.69 -2.63
N -2.39 -2.05 -3.45
N -1.41 -1.07 -1.36
N -0.12 -0.88 -0.94
H 3.72 -3.01 -1.11
H 2.10 -3.79 -1.48
H 3.26 -3.53 -2.87
H 3.01 -0.25 -3.42
H -3.33 -1.65 -3.36
H -2.20 -2.68 -4.25
H -2.26 -0.81 -0.85
H 0.23 -0.44 -0.09
C -4.28 -2.67 0.24
Cl -4.65 -0.95 0.06
Cl -5.71 -3.59 0.75
H -3.93 -3.06 -0.72
H -3.50 -2.78 0.99
C 0.79 -5.75 0.80
Cl -0.23 -5.54 2.25
Cl 2.45 -5.27 1.18
Cl 0.76 -7.44 0.29
Cl 0.16 -4.72 -0.51
C 1.71 3.76 -2.42
C 2.74 2.74 -3.00
O 2.10 2.00 -3.86
H 0.88 3.26 -1.91
H 2.20 4.41 -1.69
H 1.29 4.40 -3.20
H 3.19 2.25 -2.11
H 3.58 3.36 -3.36
C -7.86 1.63 -0.94
C -6.42 1.90 -1.01
N -5.28 2.10 -1.08
H -8.18 0.97 -1.74
H -8.12 1.15 0.01
H -8.44 2.56 -1.01
K -7.46 -4.60 2.38
O -3.01 -4.38 -5.29
H -3.18 -5.17 -4.77
Mg -6.23 3.55 0.68
C 2.20 2.18 1.56
C 2.99 3.45 1.36
O 2.18 4.44 0.72
H 1.83 1.80 0.60
H 2.81 1.41 2.04
H 1.32 2.37 2.18
H 3.86 3.26 0.72
H 3.35 3.85 2.31
H 1.42 4.61 1.30
C 0.33 1.58 6.12
N 0.49 1.42 4.65
O 1.47 0.83 4.25
O -0.39 1.90 3.94
H 1.18 1.11 6.61
H 0.30 2.65 6.33
H -0.60 1.09 6.40
F 5.89 2.44 1.52
Al 6.34 1.67 3.05
F 7.99 2.13 3.47
F 6.24 -0.09 2.87
F 5.23 2.20 4.32

HOMO level: -9.30 eV
Maximum force: 0.1318 Eh/bohr
Molecular weight: 742.30 g mol⁻¹
Net charge: +1

=====

[10]
Below is 2 unconnected molecules or ions with the total composition C2H3NO3S at a distorted geometry, with properties calculated with the ωB97M-V functional and the def2-TZVPD basis.

Positions of all 10 atoms, in Å:
C -0.78 -0.14 -0.10
C 0.20 -1.38 0.08
H 1.41 2.55 -0.47
H -1.30 1.84 0.51
H 1.82 -1.98 -0.56
N -0.51 1.21 -0.05
O 0.75 1.73 0.47
O 1.11 -1.41 -0.76
O -0.21 -2.02 1.03
S -2.47 -0.40 -0.15

HOMO level: -8.58 eV
Maximum force: 0.1486 Eh/bohr
Molecular weight: 121.12 g mol⁻¹
Relative energy (zero: lowest compared OMol25 entry of this formula, charge and spin): 5.211 eV

=====

[11]
Below is a molecular structure, C27H33AlF4KN2O7PSSi at a distorted geometry, with properties calculated with the ωB97M-V functional and the def2-TZVPD basis.

Positions of all 78 atoms, in Å:
C 0.16 -1.10 1.65
C -0.03 0.46 1.35
C -0.97 1.25 2.34
C -1.18 2.78 2.08
C -0.52 3.57 0.92
C 0.41 2.76 -0.05
C 0.65 1.24 0.17
C 1.65 0.44 -0.83
C 1.39 0.76 -2.36
C 0.01 0.20 -2.94
C -1.02 -0.66 -2.06
C -1.26 -2.15 -2.61
C -0.29 -3.22 -1.84
C -1.08 -4.49 -1.24
O -0.66 -5.72 -1.93
C -0.42 0.46 -4.42
P -2.01 -0.17 -5.23
O -3.31 -0.27 -4.11
O -2.57 0.97 -6.42
C 0.56 1.30 -5.36
N 0.33 1.59 -6.77
S 1.68 2.48 -7.31
N 2.58 2.53 -5.85
C 1.93 1.83 -4.78
C 2.36 1.56 -3.29
Si 4.03 2.24 -2.66
C 5.09 0.92 -1.71
C 3.67 3.81 -1.58
C 5.19 2.87 -4.09
H 1.18 -1.48 1.27
H -0.62 -1.75 1.10
H 0.12 -1.36 2.77
H -1.45 0.67 3.19
H -1.86 3.33 2.81
H -0.65 4.68 0.72
H 0.92 3.29 -0.93
H 1.39 -0.67 -0.68
H 2.73 0.55 -0.48
H -1.99 -0.03 -2.01
H -0.69 -0.78 -0.96
H -2.33 -2.45 -2.36
H -1.02 -2.29 -3.72
H 0.45 -3.65 -2.62
H 0.37 -2.67 -1.08
H -2.22 -4.39 -1.27
H -0.75 -4.61 -0.15
H -1.12 -5.71 -2.80
H -3.59 -1.22 -4.14
H -2.74 1.84 -6.00
H 6.18 0.90 -2.07
H 4.61 -0.13 -1.82
H 5.09 1.14 -0.58
H 4.65 4.40 -1.41
H 3.18 3.57 -0.58
H 2.98 4.49 -2.21
H 6.26 3.01 -3.72
H 4.76 3.77 -4.64
H 5.22 2.00 -4.86
F -4.93 -3.36 -2.68
Al -5.55 -3.06 -1.04
F -6.66 -1.68 -1.07
F -4.18 -2.70 0.04
F -6.40 -4.50 -0.45
C -0.49 0.13 8.71
C -0.72 0.86 7.62
C -1.60 0.37 6.53
O -1.80 1.07 5.55
C -2.20 -0.97 6.67
C -1.97 -1.70 7.76
C -1.11 -1.20 8.87
O -0.93 -1.89 9.86
O -2.52 -2.94 7.90
O -0.15 2.08 7.47
H 0.15 0.47 9.52
H -2.83 -1.32 5.86
H -2.21 -3.27 8.77
H -0.47 2.41 6.60
K 1.15 -1.47 7.66

HOMO level: -7.35 eV
Maximum force: 0.0984 Eh/bohr
Molecular weight: 730.77 g mol⁻¹

=====

[12]
Below is C4H9NO2 in the gas phase at a distorted geometry, with properties calculated with the ωB97M-V functional and the def2-TZVPD basis.

Positions of all 16 atoms, in Å:
O -1.15 1.91 -2.41
C -0.02 1.96 -1.98
C 0.56 0.88 -1.09
C -0.60 0.07 -0.51
N 0.01 -1.06 0.23
C 0.39 -1.23 1.59
O -0.74 -1.48 2.46
H 0.57 2.83 -2.24
H 1.32 0.31 -1.61
H 1.09 1.41 -0.26
H -1.28 0.74 0.01
H -1.12 -0.33 -1.37
H -0.52 -1.92 0.08
H 1.08 -2.08 1.70
H 0.96 -0.39 2.01
H -0.54 -1.60 3.39

HOMO level: -9.23 eV
Maximum force: 0.0353 Eh/bohr
Structure (SMILES): O=CCCNCO
Molecular weight: 103.12 g mol⁻¹
Relative energy (zero: lowest compared OMol25 entry of this formula, charge and spin): 2.322 eV

=====

[13]
Below is a molecular structure, C10H13P at a distorted geometry, with properties calculated with the ωB97M-V functional and the def2-TZVPD basis.

Positions of all 24 atoms, in Å:
C 2.69 1.92 0.26
C 3.10 0.79 0.97
C 1.54 1.99 -0.43
C 2.33 -0.35 0.90
C 0.72 0.80 -0.46
C 1.18 -0.38 0.10
C -1.26 -0.49 -2.44
C 0.18 -1.47 0.07
C -2.60 -1.80 -0.45
C -1.78 0.77 0.56
P -1.28 -0.51 -0.66
H 3.26 2.85 0.50
H 3.83 1.03 1.80
H 1.04 2.94 -0.71
H 2.38 -1.13 1.61
H -1.50 0.45 -3.12
H 0.43 -2.22 -0.68
H -0.08 -1.86 1.10
H -2.18 -2.65 0.08
H -3.45 -1.61 0.11
H -2.89 -2.08 -1.40
H -1.88 1.57 -0.12
H -2.75 0.60 0.97
H -1.02 0.85 1.43

HOMO level (spin up / spin down): -7.80 / -8.32 eV
Maximum force: 0.0735 Eh/bohr
Molecular weight: 164.19 g mol⁻¹
Relative energy (zero: lowest compared OMol25 entry of this formula, charge and spin): 4.970 eV

=====

[14]
Below is a molecular structure, C32H24LuN3O3PS at a distorted geometry, with properties calculated with the ωB97M-V functional and the def2-TZVPD basis.

Positions of all 65 atoms, in Å:
Lu -0.34 -0.68 -0.71
N 2.25 -0.82 1.55
P 0.84 0.14 1.68
C 1.45 1.83 1.91
C 1.16 2.79 0.93
C 1.64 4.08 1.08
C 2.38 4.43 2.19
C 2.67 3.48 3.17
C 2.21 2.19 3.03
C 0.24 -0.34 3.32
C 0.39 -1.65 3.77
C -0.14 -2.03 5.00
C -0.83 -1.11 5.77
C -1.01 0.19 5.30
C -0.48 0.57 4.08
C 2.78 -1.21 0.34
C 3.97 -1.94 0.28
C 4.48 -2.26 -0.96
C 3.83 -1.83 -2.11
C 2.65 -1.14 -1.97
N 2.12 -0.83 -0.76
H 2.81 -1.01 2.37
H 0.58 2.51 0.06
H 1.42 4.83 0.32
H 2.74 5.45 2.31
H 3.26 3.76 4.03
H 2.42 1.45 3.79
H 0.91 -2.38 3.16
H 0.00 -3.04 5.35
H -1.24 -1.40 6.72
H -1.56 0.91 5.89
H -0.61 1.59 3.73
H 4.46 -2.26 1.19
H 5.40 -2.83 -1.04
H 4.22 -2.04 -3.10
H 2.10 -0.78 -2.82
O -1.90 -1.68 0.74
C -1.52 -2.68 0.11
N -0.22 -2.85 -0.19
S -0.18 -3.43 -1.73
O 0.91 -4.28 -2.03
O -0.26 -2.16 -2.49
C -1.80 -4.17 -1.70
C -2.43 -5.04 -2.56
C -3.73 -5.40 -2.24
C -4.37 -4.89 -1.12
C -3.73 -3.99 -0.27
C -2.43 -3.64 -0.57
H -1.92 -5.41 -3.44
H -4.26 -6.09 -2.89
H -5.39 -5.19 -0.90
H -4.22 -3.58 0.60
C -1.16 1.17 -1.78
C -1.35 2.20 -2.41
C -1.55 3.41 -3.15
C -1.27 4.65 -2.57
C -1.43 5.81 -3.30
C -1.87 5.75 -4.61
C -2.16 4.53 -5.20
C -2.01 3.36 -4.47
H -0.94 4.68 -1.54
H -1.21 6.77 -2.85
H -1.99 6.66 -5.18
H -2.51 4.49 -6.22
H -2.24 2.40 -4.91

HOMO level: -10.41 eV
Maximum force: 0.0473 Eh/bohr
Molecular weight: 736.57 g mol⁻¹
Net charge: +1